200
Properties=species:S:1:pos:R:3:forces:R:3:lowdin_charge:R:1 method="wB97M-V/def2-TZVPD" total_charge=+1 spin_multiplicity=6 homo_lumo_gap_ev="4.55 / 4.33" largest_force_ev_per_a=11.177 e_lumo_ev="-4.54 / -4.76" energy_ha=-6783.8397
Mn 13.50849 -12.51134 -3.54785 0.615 -0.206 2.703 1.10
Rb 11.75428 -14.79527 -8.12886 0.382 0.234 -0.180 0.87
N 14.18686 -11.79203 -5.18723 -4.399 1.654 -2.928 -0.37
S 13.08262 -11.24088 -6.39803 -6.416 -0.871 -2.365 0.64
O 12.88934 -12.14859 -7.54262 1.646 1.467 1.905 -0.36
O 12.87753 -9.82650 -6.63514 1.286 -2.564 1.337 -0.19
F 11.80283 -11.82931 -5.56738 0.675 0.951 0.458 -0.22
S 15.39628 -11.47712 -6.04619 11.078 -0.744 -1.279 0.47
O 15.93534 -10.13350 -5.97865 -2.039 -1.761 -0.489 -0.20
O 15.66444 -12.33645 -7.19737 -1.869 2.307 0.756 -0.25
F 16.34616 -12.29221 -5.06872 0.577 0.178 1.080 -0.18
N 11.87848 -11.64519 -2.79708 -3.939 -1.619 2.331 -0.36
S 10.43390 -12.25914 -2.02797 -3.655 -5.493 2.982 0.63
O 9.65675 -13.05456 -2.93517 0.372 1.733 -0.810 -0.26
O 9.69612 -11.57468 -0.92805 3.034 -1.071 -3.382 -0.21
F 11.11250 -13.52153 -1.30240 1.199 0.931 0.511 -0.20
S 11.26032 -10.21910 -2.68585 2.795 8.528 -0.662 0.41
O 11.43929 -9.55647 -1.43130 -0.074 -1.051 -0.242 -0.23
O 10.10432 -9.88230 -3.44138 -0.132 -1.432 -0.111 -0.21
F 12.47655 -9.53648 -3.52687 -0.330 -0.484 -0.432 -0.21
C 15.14949 -3.07088 -6.79508 0.806 -1.675 -1.868 -0.05
C 15.34820 -3.38784 -5.33260 -0.291 2.087 -0.850 -0.53
C 13.93447 -3.08790 -4.77505 1.588 -0.196 1.908 -0.16
C 12.93855 -4.15354 -4.95127 -1.679 -2.227 -0.079 -0.20
C 13.39812 -5.61273 -4.67771 0.694 2.563 0.834 -0.13
C 14.79750 -5.85887 -5.29719 0.136 -2.157 1.169 -0.43
N 15.77368 -4.74303 -5.01464 -0.726 -1.064 0.718 -0.03
O 17.15009 -5.11507 -5.42643 -2.029 0.581 -0.736 -0.02
C 15.29598 -7.09028 -4.46819 0.803 -0.168 -0.683 -0.05
C 14.56891 -6.30386 -6.75917 0.119 -0.422 -0.381 -0.03
C 16.39122 -2.36537 -4.80258 -1.594 -0.587 -0.256 -0.02
H 16.12657 -3.13022 -7.27456 0.063 0.386 -0.399 0.09
H 14.59242 -2.19141 -7.11802 0.353 0.316 0.630 0.10
H 14.60714 -3.90056 -7.24849 -0.184 0.005 -0.073 0.06
H 14.09083 -2.99848 -3.70004 -0.138 0.000 0.451 0.12
H 13.52385 -2.11641 -5.05018 0.438 -0.001 -0.490 0.13
H 12.44820 -4.30592 -5.91275 0.047 1.150 -0.425 0.11
H 12.15608 -3.96055 -4.21738 -0.418 0.064 -0.249 0.11
H 12.58481 -6.24769 -5.02908 0.554 -0.448 -0.264 0.10
H 13.42942 -5.70858 -3.59238 0.329 -0.315 0.127 0.12
H 16.22615 -7.47654 -4.88494 0.121 -0.031 -0.106 0.06
H 15.49357 -6.89969 -3.41333 -0.126 0.571 -0.035 0.08
H 14.59682 -7.92619 -4.49124 -0.339 0.184 -0.292 0.06
H 15.44112 -6.16358 -7.39765 -0.233 0.630 -0.135 0.07
H 14.35659 -7.36148 -6.91557 0.304 -0.552 0.915 0.06
H 13.62038 -5.94342 -7.15726 0.357 0.958 -0.343 0.08
H 15.88747 -1.40194 -4.88095 0.273 0.221 -0.042 0.08
H 17.22991 -2.39295 -5.49824 0.345 0.082 0.633 0.08
H 16.56474 -2.54887 -3.74224 0.590 -0.033 -0.102 0.09
H 17.70360 -4.93396 -4.66326 -0.291 0.101 0.391 0.09
C 16.16965 -14.42552 -2.54377 -0.231 0.929 1.304 -0.01
C 16.57683 -13.15241 -1.66208 -0.599 -0.157 -0.282 -0.45
C 17.90524 -12.72720 -2.23328 1.919 -0.075 0.876 -0.13
C 18.37838 -11.34737 -1.78993 1.261 -0.743 0.044 -0.19
C 17.37360 -10.30983 -2.04305 0.389 -0.237 -0.620 -0.15
C 16.01580 -10.64310 -1.44729 -0.414 0.413 0.676 -0.45
N 15.57899 -12.04878 -1.79797 3.181 1.423 -4.239 -0.13
O 14.30896 -12.35467 -1.45758 -1.103 -0.630 0.650 -0.07
C 16.04729 -10.52440 0.07740 -0.300 -0.198 0.759 -0.01
C 15.08912 -9.56670 -1.98403 -0.808 -0.097 0.157 -0.03
C 16.70801 -13.46814 -0.15664 -0.188 -1.710 0.083 -0.01
H 16.95514 -15.17324 -2.43414 -0.062 -0.004 0.029 0.10
H 16.09196 -14.19241 -3.60571 0.135 0.360 -0.014 0.06
H 15.23222 -14.87903 -2.22181 -0.093 -0.113 0.223 0.07
H 18.61472 -13.42401 -1.78696 0.096 -0.309 0.165 0.13
H 18.08315 -12.94691 -3.28598 -0.720 0.582 -0.252 0.12
H 19.30186 -11.03384 -2.27673 0.051 -0.383 -0.511 0.12
H 18.71004 -11.26773 -0.75467 -0.353 -0.703 0.393 0.12
H 17.33478 -10.20759 -3.12756 -0.505 0.326 -0.122 0.13
H 17.87686 -9.43685 -1.62745 -1.052 0.655 0.040 0.14
H 16.90728 -11.00044 0.54846 0.180 0.497 -0.202 0.07
H 15.90143 -9.50733 0.44126 0.410 0.088 -0.218 0.10
H 15.21220 -11.05002 0.54050 -0.382 -0.080 -0.113 0.08
H 15.57139 -8.62392 -1.72579 -0.220 0.074 0.004 0.10
H 14.92643 -9.53882 -3.06146 0.383 -0.366 -0.129 0.06
H 14.09666 -9.58850 -1.53387 0.009 0.059 0.218 0.08
H 17.05511 -14.49439 -0.03648 -0.272 -0.326 -0.155 0.09
H 15.71651 -13.43765 0.29514 -0.024 -0.174 0.351 0.08
H 17.38575 -12.97034 0.53687 0.006 0.799 -0.786 0.09
H 14.39358 -12.59677 -0.53248 -1.150 -0.340 0.873 0.10
C 22.72584 -8.85160 -8.59283 -0.218 0.090 -0.582 -0.04
C 21.31090 -9.36732 -8.11348 1.874 0.035 0.168 -0.48
C 21.47322 -9.52558 -6.59957 -0.729 -0.218 0.729 -0.14
C 20.14563 -9.76188 -5.85323 0.083 0.528 -0.564 -0.16
C 19.17265 -8.61337 -6.19747 0.722 -0.189 0.555 -0.13
C 18.99194 -8.34751 -7.69608 0.648 -0.723 -1.161 -0.46
N 20.34830 -8.30691 -8.37073 -0.053 0.221 2.634 -0.12
O 20.36983 -7.91341 -9.69355 -0.859 -0.169 -0.935 -0.01
C 18.07206 -9.45619 -8.26217 -0.369 0.035 -0.210 -0.03
C 18.33332 -6.99680 -7.83073 -0.345 0.556 -1.252 -0.04
C 21.01214 -10.69710 -8.83682 -0.755 -0.527 -0.494 -0.02
H 23.56842 -9.51207 -8.38804 -0.424 -0.802 -0.331 0.08
H 23.15224 -7.94719 -8.15886 -0.960 0.448 0.534 0.08
H 22.64338 -8.61894 -9.65451 0.343 -0.405 -0.110 0.07
H 22.18723 -10.30934 -6.34655 -0.024 -0.292 -0.344 0.12
H 21.93945 -8.62588 -6.19798 -0.165 0.288 -0.104 0.12
H 20.32828 -9.79168 -4.77906 -0.013 0.076 0.116 0.10
H 19.72900 -10.73542 -6.11156 -0.101 -0.104 -0.170 0.10
H 19.53144 -7.70507 -5.71336 0.348 0.188 -0.134 0.12
H 18.20582 -8.75985 -5.71593 -0.280 -0.246 -0.311 0.09
H 18.23557 -10.41018 -7.76089 -0.131 0.047 0.145 0.06
H 17.03194 -9.15644 -8.13413 -0.089 -0.116 0.290 0.07
H 18.14594 -9.67420 -9.32758 0.487 0.378 -0.138 0.08
H 18.09468 -6.71632 -8.85663 -0.083 -0.603 -0.464 0.08
H 17.36078 -7.01750 -7.33895 0.357 0.307 0.480 0.06
H 18.97723 -6.15216 -7.58565 -0.036 -0.198 0.945 0.09
H 21.66171 -11.54921 -8.63661 0.586 0.399 0.207 0.08
H 20.96401 -10.58454 -9.91992 0.433 0.371 -0.119 0.08
H 20.02592 -11.12410 -8.65480 -0.211 0.343 0.577 0.05
H 20.80488 -7.05778 -9.67824 -0.002 0.159 -0.031 0.11
C 15.60162 -17.53093 -9.44134 -0.948 1.162 0.513 -0.02
C 16.36489 -16.68695 -8.36107 0.520 -0.799 -0.870 -0.46
C 17.82135 -17.30802 -8.35343 0.012 1.378 -1.525 -0.12
C 18.58694 -16.88937 -9.62527 0.542 1.725 0.284 -0.16
C 18.57167 -15.31949 -9.79756 -0.593 -1.136 0.250 -0.09
C 17.14251 -14.69205 -9.78360 0.910 0.759 1.335 -0.53
N 16.34512 -15.24915 -8.67624 2.299 -0.924 1.137 -0.10
O 15.07041 -14.64703 -8.52354 0.142 -0.547 -0.441 -0.07
C 17.39042 -13.20984 -9.51620 0.162 0.896 1.277 -0.05
C 16.43267 -14.79928 -11.03020 -0.493 0.028 -3.571 -0.05
C 15.76090 -16.88933 -6.96443 0.048 -0.262 0.236 -0.03
H 15.88991 -17.43295 -10.48794 1.231 -0.497 0.307 0.07
H 14.64863 -17.02829 -9.60645 -0.796 -0.291 0.716 0.06
H 15.47913 -18.55225 -9.08078 -0.126 -0.013 -0.406 0.09
H 18.41388 -16.96501 -7.50529 -0.192 -0.088 0.234 0.12
H 17.80611 -18.39577 -8.42174 -0.505 -0.025 0.677 0.12
H 18.27222 -17.38608 -10.54306 -0.488 0.055 0.093 0.10
H 19.63344 -17.18081 -9.53592 0.090 -0.072 0.167 0.11
H 19.13587 -15.04349 -10.68840 -0.500 0.031 -0.421 0.12
H 19.13529 -14.78891 -9.03015 0.007 -0.508 0.523 0.11
H 17.79375 -13.14968 -8.50535 0.005 0.239 0.188 0.08
H 18.11499 -12.68806 -10.14138 0.208 -0.641 -0.455 0.10
H 16.53329 -12.53726 -9.54915 -0.416 -0.386 -0.033 0.07
H 15.35131 -14.66899 -10.98795 -0.035 -0.434 0.343 0.09
H 16.73507 -13.97296 -11.67352 0.144 0.076 -0.234 0.09
H 16.74240 -15.67713 -11.59726 -0.540 -0.324 -0.024 0.09
H 15.99314 -16.12883 -6.21890 0.119 0.672 -0.525 0.08
H 16.22178 -17.74759 -6.47547 -0.428 -0.560 -0.348 0.08
H 14.67552 -16.97888 -7.00954 -0.046 -0.238 0.105 0.07
H 15.38377 -13.91195 -7.99149 -0.733 0.617 0.259 0.03
C 5.85390 -6.85272 -4.59234 -1.200 -0.571 -1.117 -0.06
C 6.97977 -6.50546 -5.49302 3.641 0.153 -0.066 -0.45
C 8.13191 -6.06988 -4.38882 -0.476 0.689 -0.510 -0.11
C 9.54861 -5.92576 -4.91174 -1.752 -0.667 -1.579 -0.18
C 9.85895 -7.25049 -5.61366 2.200 1.250 -0.408 -0.13
C 8.89008 -7.84510 -6.72418 -0.296 2.025 2.767 -0.48
N 7.48161 -7.72262 -6.22046 2.562 0.917 1.668 -0.14
O 6.56314 -8.54282 -6.86073 -0.526 0.144 0.061 0.00
C 9.14171 -7.08741 -7.99734 0.527 -0.116 -0.325 -0.02
C 9.33821 -9.24396 -6.83273 -0.821 -2.063 -0.730 -0.05
C 6.65223 -5.36257 -6.50362 -0.579 -0.381 0.636 -0.02
H 6.04772 -7.77102 -4.03804 0.355 0.414 0.564 0.09
H 5.02064 -7.14863 -5.22968 -0.589 0.460 0.135 0.09
H 5.65235 -5.94811 -4.01862 -0.433 -0.488 0.342 0.10
H 7.79926 -5.12984 -3.94863 -0.294 0.263 -0.170 0.11
H 8.16415 -6.73688 -3.52732 -0.338 -0.564 -0.263 0.11
H 10.32442 -5.57045 -4.23353 -0.207 -0.410 0.342 0.10
H 9.55590 -5.21646 -5.73935 -0.176 0.575 0.094 0.10
H 10.43834 -7.90365 -4.96113 -1.263 -0.934 0.399 0.09
H 10.74793 -6.89737 -6.13627 0.259 -0.355 -1.064 0.09
H 9.00911 -6.01588 -7.84789 -0.318 -0.104 -0.344 0.07
H 10.19341 -7.23844 -8.24070 0.147 0.030 -0.249 0.08
H 8.56282 -7.53073 -8.80756 -0.272 0.436 -0.093 0.09
H 8.91561 -9.86170 -6.04033 0.348 0.150 0.415 0.09
H 8.91637 -9.70177 -7.72747 0.129 -0.039 -0.382 0.08
H 10.42301 -9.34138 -6.87539 -0.067 0.141 0.067 0.07
H 7.47091 -4.75153 -6.88374 0.301 -0.371 0.207 0.07
H 5.94125 -4.65924 -6.07011 -0.109 0.036 0.088 0.08
H 6.16053 -5.84603 -7.34778 -0.051 0.115 -0.120 0.08
H 6.35145 -9.07158 -6.08794 -0.622 -0.730 -0.455 0.10
C 15.54260 -9.70504 -11.01380 -0.961 -2.100 1.047 -0.05
C 14.06637 -9.32436 -11.10983 0.806 1.916 0.343 -0.45
C 14.05811 -8.24023 -12.25692 -2.039 -0.951 0.574 -0.11
C 12.56998 -7.92108 -12.58509 1.348 -0.761 0.146 -0.16
C 11.71673 -9.19791 -12.72475 -1.140 0.461 -0.939 -0.13
C 11.79696 -10.29691 -11.66713 0.529 0.146 1.494 -0.43
N 13.23421 -10.53387 -11.40659 0.121 4.307 -3.881 -0.16
O 13.43330 -11.47807 -10.51684 0.421 -2.939 3.015 -0.03
C 11.04277 -9.78913 -10.35185 -0.542 -1.287 -0.885 -0.01
C 11.24317 -11.68968 -12.15737 -0.327 1.059 0.077 -0.02
C 13.68620 -8.64588 -9.74820 0.275 0.325 -0.796 -0.02
H 16.25701 -8.91551 -10.78064 -0.270 0.105 -0.594 0.09
H 15.74812 -10.38679 -11.83908 0.615 0.532 -0.423 0.09
H 15.55670 -10.39043 -10.16637 0.503 -0.057 0.386 0.05
H 14.49423 -7.31218 -11.88731 0.400 -0.225 0.081 0.12
H 14.64349 -8.63031 -13.08955 -0.192 0.092 -0.168 0.11
H 12.49943 -7.29300 -13.47315 -0.170 -0.173 -0.121 0.11
H 12.24010 -7.29483 -11.75617 -0.420 -0.115 0.025 0.10
H 11.76382 -9.65412 -13.71357 0.815 -0.010 -0.167 0.12
H 10.70143 -8.80463 -12.77565 -0.444 -0.247 0.401 0.12
H 10.07056 -10.28191 -10.36019 -0.311 0.115 -0.010 0.07
H 11.49734 -10.12411 -9.41951 0.295 0.141 -0.154 0.06
H 10.84106 -8.71812 -10.33329 0.282 -0.100 -0.037 0.07
H 10.17496 -11.61288 -12.36019 -0.054 0.079 -0.059 0.08
H 11.72683 -12.04939 -13.06554 0.181 0.318 -0.082 0.08
H 11.35680 -12.48493 -11.42064 0.051 0.218 0.309 0.06
H 12.79043 -8.03081 -9.83416 -0.299 -0.560 0.286 0.06
H 14.41577 -7.88474 -9.47164 0.556 -0.249 -0.059 0.08
H 13.66120 -9.39944 -8.96104 -0.311 0.189 0.014 0.06
H 13.61885 -12.25382 -11.05106 0.346 -0.276 0.200 0.11